77
Properties=species:S:1:pos:R:3:forces:R:3:lowdin_charge:R:1 method="wB97M-V/def2-TZVPD" charge=+4 s2=0.77 e_lumo_ev="-12.58 / -14.99" orbital_gap_ev="6.43 / 4.01" spin_multiplicity=2 relative_energy_kcal_mol=74.8
Os 0.958 0.540 1.468 0.2 0.7 0.2 1.13
Ge -0.743 0.208 -1.571 -0.1 -0.2 -0.7 1.14
Ge -3.255 -0.854 -1.710 0.8 0.2 0.3 0.84
N 2.885 -0.060 2.249 0.0 0.1 0.0 -0.07
N -1.155 1.221 1.433 0.0 -0.3 -0.2 -0.08
N 0.997 -3.561 0.039 0.0 0.0 -0.1 -0.09
N 0.496 0.304 3.470 0.1 -0.3 0.0 -0.29
N 1.086 -1.394 0.433 -0.3 0.1 0.2 -0.14
N 1.429 2.512 2.181 0.0 0.0 0.0 -0.08
C 0.807 2.744 -1.333 0.0 -0.1 0.0 -0.17
C 2.457 -0.226 -4.574 0.0 -0.1 -0.1 0.03
C 0.913 4.119 -1.460 0.0 0.0 0.0 -0.05
C -0.212 4.876 -1.788 0.0 0.0 0.0 -0.01
C -0.431 2.105 -1.524 0.2 0.1 0.1 -0.42
C 2.130 -1.404 -5.186 -0.1 0.0 0.0 0.04
C -1.737 1.136 2.815 0.0 0.0 0.0 -0.16
C 0.541 -4.960 0.090 0.0 0.0 0.0 0.05
C -0.975 0.093 3.604 0.0 0.0 -0.1 -0.14
C 0.370 -2.508 0.578 0.0 0.0 -0.1 -0.17
C 0.224 -1.672 -3.604 0.0 0.1 0.1 -0.06
C 1.661 0.232 -3.495 -0.3 0.1 0.1 0.05
C 0.973 1.466 4.309 -0.1 0.0 0.1 -0.11
C 1.209 -0.948 3.867 0.0 -0.1 -0.1 -0.15
C 0.526 -0.492 -2.980 0.1 -0.1 0.3 -0.28
C 2.172 -3.112 -0.502 0.0 0.0 0.0 -0.01
C 0.887 2.768 3.545 0.0 0.0 0.0 -0.16
C -1.440 4.262 -1.977 0.0 0.0 0.0 -0.02
C -4.191 0.277 -0.448 -0.2 -0.1 -0.1 -0.22
C -3.405 -0.496 -3.604 -0.2 0.0 0.0 -0.21
C 1.003 -2.132 -4.714 0.2 0.0 -0.2 0.11
C -2.912 -2.669 -1.130 -0.3 -0.1 -0.1 -0.23
C 2.226 -1.775 -0.256 0.0 0.0 0.0 -0.15
C 2.689 -0.873 3.510 0.0 0.0 0.0 -0.14
C -1.555 2.883 -1.827 0.0 0.0 0.1 -0.11
H 2.692 -1.791 -6.026 0.0 0.0 0.0 0.15
H 1.699 2.168 -1.090 0.0 0.0 0.0 0.09
H -1.700 2.112 3.285 0.0 0.0 0.0 0.11
H 1.123 -5.541 -0.620 0.0 0.0 0.0 0.11
H -1.262 2.161 1.056 0.0 0.0 0.1 0.09
H -4.107 -0.115 0.566 0.0 0.0 0.0 0.03
H 1.895 1.197 -3.061 0.1 0.0 0.0 0.10
H -2.528 2.424 -1.968 0.0 0.0 0.0 0.09
H 3.429 0.757 2.517 0.1 0.0 -0.1 0.10
H -1.185 -0.896 3.194 0.0 0.0 0.0 0.12
H -3.850 -3.228 -1.168 0.0 0.0 0.0 0.05
H 3.515 -0.563 1.628 -0.1 -0.1 0.0 0.09
H -2.791 0.862 2.770 0.0 0.0 0.0 0.13
H -5.252 0.267 -0.714 0.0 0.0 0.0 0.06
H -2.569 -2.680 -0.098 0.0 0.0 0.0 0.01
H 1.436 3.556 4.059 0.0 0.0 0.0 0.15
H 0.733 -3.053 -5.220 0.0 0.0 0.1 0.15
H -1.266 0.087 4.657 0.0 0.0 0.0 0.15
H 2.997 -1.076 -0.539 0.0 0.0 0.0 0.11
H 2.443 2.604 2.232 0.0 0.1 -0.1 0.11
H -0.134 3.117 3.440 0.0 0.1 0.0 0.11
H -0.511 -5.014 -0.177 0.0 0.0 0.0 0.10
H -3.387 0.571 -3.823 0.0 0.0 0.0 0.04
H -0.620 -2.276 -3.295 0.0 0.0 0.0 0.10
H -3.864 1.314 -0.491 0.0 0.0 0.0 0.02
H -0.580 -2.582 1.080 0.0 0.0 0.1 0.13
H 3.052 -1.887 3.348 0.1 0.0 0.0 0.14
H 1.054 -1.180 4.924 0.1 0.1 0.0 0.16
H -4.378 -0.881 -3.925 0.0 0.0 0.0 0.06
H 0.691 -5.364 1.088 0.0 0.0 0.0 0.11
H 0.746 -1.739 3.280 0.0 0.0 0.1 0.10
H -1.754 0.656 0.836 0.0 0.0 0.0 0.01
H 0.397 1.511 5.234 0.0 0.0 0.0 0.15
H 1.871 4.608 -1.333 0.0 0.0 0.0 0.13
H -2.204 -3.180 -1.780 0.0 0.0 0.0 0.02
H -0.124 5.950 -1.893 0.0 0.0 0.0 0.14
H 2.870 -3.775 -0.987 0.0 0.0 0.0 0.15
H 2.006 1.268 4.593 0.0 0.0 0.0 0.13
H -2.643 -1.015 -4.181 0.0 0.0 0.0 0.02
H 3.291 0.371 -4.921 0.0 0.0 0.0 0.15
H 3.298 -0.448 4.304 0.0 0.0 0.0 0.13
H 1.152 3.261 1.548 -0.1 0.0 0.0 0.10
H -2.309 4.853 -2.237 0.0 0.0 0.0 0.13